This record from the Open Molecules 2025 dataset describes a molecular structure, C25H41PPt in a non-equilibrium geometry. The level of theory is ωB97M-V/def2-TZVPD.

Calculated values
HOMO level ... -15.93 eV
Net charge ... +2

```
68
Properties=species:S:1:pos:R:3:lowdin_charge:R:1
C 0.02 4.07 1.38 -0.167
C -2.34 -1.64 -2.92 -0.165
H -0.11 5.02 0.86 0.123
H -2.66 1.74 -3.67 0.122
H 2.95 1.88 -1.61 0.137
H -0.80 -2.28 -1.57 0.077
C -3.10 -0.35 -3.29 -0.180
C 3.28 1.16 -0.87 -0.151
H 3.74 0.92 2.55 0.133
H -0.51 1.54 -2.10 0.106
C 3.03 1.35 0.52 -0.126
H 3.57 0.13 -3.39 0.094
C -0.50 1.65 1.11 -0.415
H -2.89 -3.58 1.54 0.127
C -1.95 1.77 1.65 -0.173
H -2.67 1.42 0.90 0.108
H 4.80 -1.85 -0.57 0.138
C 0.59 -3.66 1.68 -0.145
H -2.35 -0.39 -0.63 0.127
H -0.25 -1.06 -2.71 0.117
C -1.91 -3.22 1.24 -0.174
H 1.03 4.09 1.80 0.109
C 4.34 -0.25 -2.73 -0.011
C -1.64 -1.87 1.91 -0.159
C 4.02 0.00 -1.28 -0.348
H 0.84 -3.38 2.70 0.126
C -0.11 2.94 0.36 -0.208
H -2.67 3.76 1.16 0.123
H 1.71 -2.06 0.78 0.078
H 0.17 1.55 1.97 0.119
H -3.00 -2.31 -2.37 0.116
H 0.27 -0.90 2.32 0.126
H 0.80 2.82 -0.22 0.084
C -1.51 1.11 -1.96 -0.189
C -1.39 -0.19 -1.12 -0.399
C -0.27 -1.30 1.46 -0.403
C -1.09 -1.36 -2.07 -0.203
Pt 1.92 -0.42 -0.32 0.989
H -1.26 4.93 2.91 0.121
H -0.59 3.39 3.36 0.117
H -1.96 -3.08 0.15 0.099
H 1.33 -4.38 1.34 0.123
C 3.75 0.60 1.51 -0.046
C -2.14 0.84 -3.34 -0.174
P -0.24 0.07 0.27 1.016
C -0.83 -4.26 1.60 -0.154
C 0.62 -2.38 0.82 -0.262
C 4.37 -0.90 -0.27 -0.059
H 2.45 2.21 0.82 0.100
H -2.11 1.84 -1.41 0.106
H -2.03 -2.17 -3.82 0.122
H -1.61 -2.01 2.99 0.132
H -3.88 -0.15 -2.55 0.119
H -1.07 -4.72 2.56 0.123
H -1.36 0.65 -4.08 0.120
H -2.44 -1.17 1.71 0.103
H -3.60 -0.47 -4.24 0.121
H 4.49 -1.31 -2.92 0.098
H -2.06 1.12 2.52 0.117
H -3.04 3.24 2.79 0.124
H -0.89 3.18 -0.37 0.103
H 4.91 -1.16 1.82 0.136
C -2.27 3.23 2.03 -0.171
C -1.01 3.94 2.52 -0.179
C 4.40 -0.52 1.11 -0.038
H -0.85 -5.06 0.86 0.121
H 0.30 -2.65 -0.19 0.086
H 5.27 0.27 -2.98 0.113
```

This record from the Open Molecules 2025 dataset describes 9 unconnected molecules or ions with the total composition C25H42ClO24 in a non-equilibrium geometry. The level of theory is ωB97M-V/def2-TZVPD.

Calculated values
HOMO level ... -8.48 eV
Net charge ... -1

```
92
Properties=species:S:1:pos:R:3:lowdin_charge:R:1
C 4.54 0.64 -2.28 -0.043
H 0.26 0.50 4.76 0.137
C -0.27 6.93 0.48 -0.611
H -2.26 -2.29 -0.41 0.078
O 1.19 1.37 0.36 -0.346
O 0.57 -0.60 -0.83 -0.331
O -0.56 7.97 0.92 0.165
H 1.55 4.01 -2.16 0.074
H 5.58 0.30 -2.23 0.130
H 4.80 -1.76 -3.94 0.090
H -1.61 0.01 -2.27 0.014
H 4.12 -1.00 -5.34 0.090
O 3.54 3.48 -3.89 0.163
C 3.67 -2.31 0.99 -0.609
H -2.96 -1.32 1.86 0.130
O -4.77 -2.14 1.82 0.074
H 1.73 5.70 -2.52 0.090
C 1.61 -3.06 3.62 -0.015
H 0.89 4.19 0.76 0.121
C -0.48 0.47 3.95 -0.083
H -3.16 0.05 -4.61 0.073
H -0.14 -2.73 -2.38 0.119
C 1.82 -2.25 2.35 -0.283
H -1.90 1.19 -4.15 0.081
C -2.65 -0.06 4.36 -0.625
H 1.01 -3.93 3.37 0.083
H 2.57 -3.39 4.02 0.092
O 3.71 -1.09 1.58 0.081
H -0.52 4.97 -1.78 0.144
H 5.64 -0.38 -4.65 0.091
O 4.44 -2.65 0.19 0.185
O -0.39 5.78 1.16 0.056
O -2.59 1.27 4.48 0.096
C 3.83 0.10 -3.54 -0.322
O -0.33 -5.85 -2.01 0.070
O -5.59 -0.29 0.91 0.075
H 2.97 -0.86 3.53 0.133
C 2.64 -0.95 2.49 -0.107
C -0.49 -4.59 -1.28 -0.286
H -0.80 3.89 0.39 0.109
H 2.92 -0.41 -3.24 0.150
O 0.16 6.69 -0.77 0.079
H -3.48 1.26 -3.30 0.065
O 0.82 -4.38 -3.25 0.067
H -0.73 2.72 5.73 0.091
H 0.86 -2.14 1.84 0.135
Cl 0.13 0.68 -0.34 0.654
C 0.38 -5.66 -3.15 -0.568
O -0.29 1.54 -1.44 -0.372
O 0.64 -6.52 -3.92 0.159
H 0.97 -5.09 0.19 0.095
H -3.77 -3.18 -0.45 0.099
C 4.66 -0.79 -4.42 -0.030
C -1.33 1.74 3.94 -0.321
O -6.85 -1.56 2.22 0.187
H 2.37 5.16 -0.98 0.094
H -1.61 3.73 4.55 0.093
C 0.41 -3.63 -2.09 -0.080
O -1.02 0.59 0.55 -0.350
O -1.45 -0.58 4.05 0.061
H -2.67 -3.46 0.90 0.083
C -2.75 0.60 -3.77 -0.139
H -2.30 2.17 -0.87 -0.013
C 3.79 2.39 -3.54 -0.598
C 0.23 5.27 -1.05 -0.276
H -0.66 -5.62 0.60 0.091
C -0.09 -4.81 0.15 -0.024
C -0.86 2.94 4.67 -0.020
H -3.04 3.22 -1.71 0.035
C -3.65 -1.60 1.06 -0.284
C -3.06 -2.70 0.22 -0.021
O 3.47 1.28 -4.25 0.087
C -4.26 -0.37 0.37 -0.063
H 1.92 -0.15 2.33 0.094
H 0.04 0.37 3.00 0.096
H 4.02 0.45 -1.35 0.125
O 4.45 2.08 -2.41 0.072
O 2.66 -3.04 1.45 0.071
H -1.54 -4.33 -1.37 0.131
C -5.84 -1.34 1.71 -0.629
C 1.58 4.99 -1.70 -0.022
H -4.28 -0.45 -0.71 0.129
H 1.07 -2.46 4.36 0.083
O -2.27 -0.40 -2.84 -0.148
H -1.56 2.04 2.91 0.150
H 0.06 3.33 4.24 0.093
O -3.62 -0.66 4.49 0.219
O -3.07 2.77 -0.86 -0.063
C -0.02 4.64 0.36 -0.056
H -3.73 0.53 0.67 0.112
H -0.25 -3.88 0.70 0.069
H 1.27 -3.29 -1.51 0.125
```

This record from the Open Molecules 2025 dataset describes a molecular structure, C25H42N3O3RuSb in a non-equilibrium geometry. The level of theory is ωB97M-V/def2-TZVPD.

Calculated values
Relative energy (zero: lowest compared OMol25 entry of this formula, charge and spin) ... 0.383 eV
<S²> ... 8.7630
HOMO level (spin up / spin down) ... -16.04 / -16.02 eV
Net charge ... +3
Spin multiplicity ... 6

```
75
Properties=species:S:1:pos:R:3:mulliken_spin:R:1
C -2.13 1.07 4.51 0.013
H -2.37 3.60 1.23 -0.007
H -2.49 -3.38 1.20 -0.001
H 2.03 -0.19 -5.12 0.000
H -0.90 1.95 -2.72 -0.001
H -2.06 0.21 5.17 0.000
C 2.48 -1.90 -1.49 0.005
C -2.95 -2.57 0.64 0.024
H -3.95 -0.98 3.74 -0.001
C 3.36 -3.81 -5.28 -0.003
H -1.87 0.40 -0.87 0.006
C -1.01 4.20 -0.30 0.001
H 2.64 -1.17 -7.28 0.000
H 1.71 4.41 0.83 -0.002
Sb -1.06 -0.44 2.07 0.243
C -1.36 4.00 1.16 0.003
C 3.59 -3.61 -7.71 -0.001
O 2.08 2.38 1.02 0.104
H -3.81 -2.20 1.20 -0.001
H -1.33 4.96 1.68 0.003
H 0.91 0.25 -3.33 -0.004
C 0.64 3.54 2.50 -0.004
C 2.50 -1.97 -4.00 0.002
H -0.04 4.68 -0.43 -0.002
H -3.32 -3.00 -0.29 0.011
C -1.96 -1.48 0.28 0.069
H -1.16 1.56 4.44 -0.001
H -3.46 0.04 -0.18 0.005
H 1.25 -2.67 2.12 0.000
H 3.09 -3.88 -3.17 0.000
C -2.69 0.71 3.15 0.094
H -0.21 -3.64 1.81 -0.001
H 4.14 2.64 0.86 0.003
O -1.02 2.91 -0.92 0.083
C -2.58 -0.41 -0.62 0.027
H -1.08 -1.91 -0.19 0.006
N 1.20 -0.09 -1.24 0.037
H 2.71 3.96 2.21 0.007
O -0.51 3.04 1.80 0.059
H 0.77 -3.93 3.24 0.005
H 0.19 -1.66 4.14 -0.006
C 2.73 -1.75 -6.38 -0.003
C -3.99 -0.06 3.16 0.014
N 2.12 -1.41 -2.74 0.019
H -1.77 4.83 -0.77 0.004
C 3.30 2.32 0.25 0.005
H -1.40 3.64 -2.83 0.006
H -2.32 -3.27 3.37 -0.001
H 3.75 -4.82 -5.33 0.000
C -0.72 2.95 -2.33 -0.003
H -2.21 -2.05 4.66 0.000
H 1.99 -1.11 0.50 -0.028
C 1.35 -0.33 -2.54 0.012
C 0.38 -3.15 2.58 0.015
H 3.12 -2.75 -1.34 -0.001
H 0.41 4.50 2.97 0.004
H 0.31 3.26 -2.51 0.002
Ru 0.16 1.23 0.24 3.962
H 0.85 2.81 3.28 -0.004
H -2.81 1.78 4.99 0.004
C 3.00 -3.27 -4.06 0.006
H 3.45 1.29 -0.06 -0.001
H -1.31 -3.54 4.78 0.013
N 3.87 -4.06 -8.73 0.004
H -4.74 0.58 3.63 0.007
C -1.65 -2.78 4.07 0.016
H -2.87 -0.86 -1.57 0.004
C -0.43 -2.19 3.42 0.089
H 3.24 2.96 -0.63 0.001
H -2.77 1.59 2.51 -0.017
C 3.22 -3.06 -6.44 0.007
C 1.91 -1.08 -0.58 0.079
C 1.85 3.66 1.61 0.001
C 2.38 -1.21 -5.16 0.004
H -4.35 -0.28 2.15 0.002
```

This record from the Open Molecules 2025 dataset describes 2 unconnected molecules or ions with the total composition C25H43Cl2F5N5O6S in a non-equilibrium geometry. The level of theory is ωB97M-V/def2-TZVPD.

Calculated values
HOMO level ... -11.59 eV
Net charge ... +1

```
87
Properties=species:S:1:pos:R:3:lowdin_charge:R:1
H -3.16 -6.78 1.56 0.138
H -1.70 0.27 2.13 0.102
S 3.74 -1.02 0.88 0.932
C -1.08 2.26 0.31 -0.090
H -6.44 3.56 0.86 0.077
H -0.72 2.60 1.37 0.120
Cl 1.42 4.31 -3.28 0.570
O 3.39 -0.81 -2.89 -0.220
H 1.41 -3.07 1.71 0.130
H 4.02 0.72 -1.39 0.154
F 7.07 -0.74 0.54 0.049
H -4.57 5.06 1.58 0.146
H 2.72 -1.54 -4.85 0.129
N 1.88 0.01 -1.08 -0.040
H -2.50 -0.67 0.90 0.112
C -3.88 -5.50 -0.27 -0.139
C -0.39 -3.19 0.21 -0.148
H 2.13 0.39 2.71 0.114
H 0.43 1.06 2.36 0.101
O 4.39 0.40 1.15 -0.335
H -3.37 -5.14 -1.27 0.087
C 0.43 -2.47 1.48 -0.073
C -1.86 -4.82 1.30 -0.244
H -0.83 -0.17 -2.37 0.074
N 1.03 -1.58 4.67 0.078
O -1.31 -5.04 2.52 -0.020
H -2.38 0.02 -1.32 0.108
H -3.00 2.82 -0.85 0.134
C -5.00 1.34 2.47 -0.032
C -1.36 0.55 -1.62 -0.040
C 2.73 -0.56 -4.20 -0.090
F 7.24 -2.57 -0.98 0.035
C 4.95 -2.19 -0.03 -0.188
C -4.26 4.26 0.75 -0.222
Cl 3.69 2.75 -4.24 0.607
F 4.25 -3.00 -1.09 0.001
H -5.99 4.40 -0.79 0.093
H 3.92 3.38 0.22 0.105
C 2.68 4.17 -4.52 -0.941
H 3.30 5.06 -4.50 0.045
H 2.75 1.18 -2.67 0.070
O 3.70 -1.66 2.32 -0.318
F 5.46 -3.25 0.92 0.025
C 2.04 -0.93 0.09 -0.167
C -2.74 2.33 0.19 -0.190
H 2.20 4.07 -5.50 0.041
H 1.72 2.49 1.36 0.125
C 6.31 -1.45 -0.57 -0.150
H -1.54 1.57 -2.21 0.108
N -1.60 -0.46 1.39 0.090
C 3.08 0.30 -1.93 -0.159
H -0.29 -2.64 2.38 0.119
C -2.71 -6.12 0.68 -0.141
H -4.85 0.54 1.60 0.079
C 1.04 0.04 2.50 -0.107
H 0.89 1.88 -1.79 0.144
H -3.69 4.89 -0.08 0.129
H -0.50 -0.06 4.42 0.129
N -3.28 3.23 1.28 -0.147
O -3.25 2.74 3.68 -0.039
H -1.91 -6.78 0.10 0.132
C -0.42 0.87 -0.26 -0.350
H -4.70 -6.32 -0.45 0.086
H 1.99 -2.01 -0.42 0.169
C 0.77 -0.86 1.18 -0.265
C 2.90 3.32 -0.40 0.030
N -0.51 -0.34 0.58 -0.201
H 2.73 3.91 -1.39 -0.011
F 6.15 -0.62 -1.78 0.056
H 0.15 -4.23 0.04 0.144
H 1.22 -0.50 -1.75 0.180
C 0.47 -0.54 3.94 -0.162
C 1.89 2.35 0.19 -0.081
H 3.37 0.28 -4.74 0.065
H -5.16 0.78 3.49 0.104
H -4.39 -4.60 0.33 0.096
C -5.60 3.64 0.03 -0.126
H -5.43 2.61 -0.51 0.080
H -6.03 1.89 2.22 0.087
O -1.79 -3.53 0.58 -0.130
H 1.63 -0.16 -4.07 0.105
H 1.85 -1.93 4.13 0.025
C -3.81 2.47 2.47 -0.275
H -0.30 -2.58 -0.79 0.122
H -3.25 1.28 0.29 0.089
H -0.71 3.12 -0.44 0.137
C 1.10 1.29 -0.77 -0.164
```

This record from the Open Molecules 2025 dataset describes a molecular structure, C25H43Cl2GaN2O5S2. The level of theory is ωB97M-V/def2-TZVPD.

Calculated values
Relative energy (zero: lowest compared OMol25 entry of this formula, charge and spin) ... 0.085 eV
HOMO level ... -7.34 eV
Net charge ... 0

```
80
Properties=species:S:1:pos:R:3:lowdin_charge:R:1
H -1.60 3.59 -3.79 0.126
H -2.21 -5.27 1.42 0.084
H -0.63 2.89 -0.14 0.098
Cl 5.55 0.71 -1.24 0.641
O -2.91 -0.55 -1.63 -0.329
H -4.35 -4.20 -0.65 0.084
H -1.92 5.70 -2.85 0.183
H -0.25 4.64 -4.28 0.130
H 1.15 -4.17 1.88 0.090
H 2.75 -3.90 2.59 0.090
H 1.12 -1.05 4.18 0.058
C -0.40 3.89 -0.50 -0.119
C -0.41 -1.43 1.72 -0.149
C -1.50 -2.16 1.38 0.024
C 0.05 -2.83 -0.11 -0.086
H -0.17 1.45 1.62 0.059
C 0.00 6.07 -2.15 -0.070
H 0.33 1.59 3.30 0.092
H 4.16 2.13 0.00 0.068
O 2.81 -0.27 -1.69 -0.007
C -0.47 -0.35 2.81 -0.516
C 2.97 -1.25 1.94 -0.035
H -2.02 -3.20 -2.36 0.074
H 2.54 -0.85 2.85 0.058
H -1.02 -5.74 0.20 0.082
H 1.10 2.88 -3.29 0.117
S -1.85 0.40 -1.78 0.210
H -2.35 3.72 -1.47 0.113
H -1.95 0.94 3.71 0.084
C -2.22 -4.00 -0.35 -0.550
C 2.09 -2.31 1.28 -0.516
C 0.04 -0.88 4.16 -0.050
Cl 3.90 2.94 -2.18 0.636
C -1.24 -3.02 0.25 -0.176
H -2.13 5.27 -0.59 0.131
H 1.34 0.72 2.15 0.056
H 1.67 5.56 -0.87 0.127
C 1.81 -3.42 2.31 -0.030
H -2.69 -4.84 -2.29 0.084
H 3.93 -1.70 2.21 0.090
O -1.13 0.67 -0.46 -0.401
H -0.46 -1.82 4.41 0.090
H -0.96 -4.58 -2.04 0.080
H 2.91 -2.34 -0.76 0.070
Ga 0.59 -0.34 -0.66 0.345
C 4.09 1.64 -0.97 -0.986
H -0.34 2.29 -2.43 0.037
H 0.20 6.66 -3.05 0.129
C -1.92 0.08 3.02 -0.060
C 1.18 5.15 -1.75 -0.167
C -3.66 -3.53 -0.14 -0.050
H -2.39 0.37 2.08 0.087
H -0.19 -0.15 4.94 0.083
H -0.32 6.73 -1.35 0.129
C -0.71 4.11 -3.45 -0.047
S -0.25 -0.41 -2.80 0.559
O 1.83 1.17 -0.35 -0.029
C -2.03 -5.36 0.35 -0.045
N 0.70 3.82 -1.46 -0.147
C 2.83 0.76 -1.03 -0.754
C 0.71 -1.79 0.76 -0.243
H -0.07 4.50 0.35 0.132
H -2.48 -2.04 1.82 0.109
H 1.91 5.10 -2.55 0.103
N -1.15 5.16 -2.45 -0.081
H 0.56 -3.32 -0.92 0.116
C -1.64 4.50 -1.18 -0.048
H 2.50 -3.93 -0.11 0.083
H -2.74 -6.09 -0.05 0.082
H -3.80 -2.52 -0.53 0.069
C 0.25 3.17 -2.68 -0.156
H -2.52 -0.71 3.48 0.082
H 3.18 -0.41 1.28 0.071
H 1.34 -3.03 3.21 0.068
H -3.93 -3.53 0.92 0.078
H 3.93 -3.09 0.47 0.087
C 0.31 0.92 2.44 -0.044
O -2.24 1.66 -2.39 -0.394
C 2.89 -2.95 0.14 -0.048
C -1.96 -4.16 -1.85 -0.044
```

This record from the Open Molecules 2025 dataset describes a molecular structure, C25H43ClN5NaO3P in a non-equilibrium geometry. The level of theory is ωB97M-V/def2-TZVPD.

Calculated values
Relative energy (zero: lowest compared OMol25 entry of this formula, charge and spin) ... 0.768 eV
HOMO level ... -4.70 eV
Net charge ... -1

```
79
Properties=species:S:1:pos:R:3:lowdin_charge:R:1
C 0.91 -1.24 -1.12 -0.244
H 0.74 4.03 -1.99 0.098
N 0.68 1.51 -3.12 0.142
H -4.78 -1.11 1.97 0.107
O -2.60 2.07 -2.63 -0.065
H -2.79 -3.98 0.65 0.096
H 3.37 1.39 -1.29 0.111
C 1.98 1.46 -2.87 -0.300
C -2.46 -1.84 0.35 -0.227
H 0.62 0.15 -6.18 0.094
C 1.70 -3.55 -1.62 -0.200
H -0.74 1.07 4.18 0.102
H 1.25 1.23 2.12 0.075
H -2.19 -0.29 3.22 0.089
C 0.67 -2.97 0.58 -0.222
H -0.44 -2.22 3.41 0.090
H 0.63 3.42 0.14 0.047
O 1.11 4.24 0.03 -0.063
H 1.70 1.75 -0.80 0.080
C 1.46 0.47 2.87 -0.235
H -4.25 -3.07 0.24 0.103
H 1.53 2.13 4.26 0.104
H -1.08 -1.09 5.34 0.093
C 2.88 0.95 -3.81 -0.029
H -1.73 -2.15 -0.40 0.087
H 2.66 -3.42 -2.13 0.100
H -2.76 -3.20 2.89 0.100
C 1.03 0.52 -5.25 -0.074
H 0.62 -1.11 5.83 0.098
H 1.97 -0.93 -1.15 0.114
C -2.70 -0.56 2.30 -0.232
H -3.02 0.38 1.80 0.114
H 0.96 -2.12 -3.09 0.102
H 2.16 -4.51 0.27 0.103
C -3.94 -1.43 2.60 -0.173
H 1.27 -2.04 3.86 0.109
H 1.29 -4.52 -1.92 0.100
H 3.07 0.05 -5.75 0.099
C -2.27 3.25 -2.44 -0.814
H 2.48 0.08 2.69 0.109
C 0.32 -1.50 3.70 -0.231
N -1.77 -1.29 1.48 -0.228
H 3.51 3.67 -0.78 0.109
H -0.13 1.21 5.84 0.103
H 3.22 3.74 -2.52 0.108
H 2.76 -2.85 0.14 0.111
Cl -1.64 5.73 -3.43 0.568
C 1.92 -3.51 -0.10 -0.184
Na -1.56 1.85 -0.75 0.301
C 2.40 0.47 -5.02 -0.084
P -0.31 -0.38 1.12 0.559
H -0.19 -3.60 0.28 0.109
H -1.22 3.61 -4.31 0.053
C 0.02 0.71 4.88 -0.218
C -0.07 -0.80 5.03 -0.184
O -2.12 3.81 -1.36 -0.064
C 0.74 -2.43 -2.06 -0.175
C 1.54 4.32 -1.30 -0.278
H -3.11 -1.08 -0.13 0.124
H -2.95 4.02 -4.34 0.070
H -4.47 -3.53 2.58 0.101
H -4.25 -1.30 3.64 0.102
H 0.76 -3.05 1.67 0.096
C -3.32 -3.04 0.81 -0.173
C -3.63 -2.89 2.30 -0.214
N 0.47 -0.55 2.64 -0.236
H 0.31 -0.38 -1.43 0.078
C 2.46 1.95 -1.55 -0.150
H 3.93 0.93 -3.60 0.108
N -0.29 1.01 0.55 -0.265
H -0.86 1.11 -4.38 0.102
C -2.04 4.05 -3.75 -0.523
H 1.79 5.37 -1.49 0.116
H 2.16 0.63 4.92 0.100
C 0.22 1.05 -4.26 -0.132
C 1.38 1.05 4.29 -0.181
C 2.78 3.45 -1.56 -0.163
H -0.29 -2.76 -2.03 0.101
N 0.50 -1.59 0.22 -0.221
```